1.
C16H19BrPd | ωB97M-V/def2-TZVPD

Atoms and positions in Å:
C: 2.002 2.649 -1.776
C: 2.627 1.496 -1.271
C: 2.138 0.347 -2.001
H: 3.381 1.474 -0.489
C: 1.120 0.853 -2.963
C: 0.968 2.275 -2.671
H: 0.195 2.939 -3.055
H: 2.269 3.686 -1.507
H: 2.281 -0.681 -1.741
H: 0.427 0.243 -3.506
Pd: 0.161 -0.009 -1.412
Br: 1.831 -0.282 1.673
C: -1.190 2.292 1.370
C: -1.475 3.021 0.200
C: -0.469 4.006 0.045
H: -2.279 2.786 -0.532
C: 0.436 3.880 1.122
C: 0.007 2.819 1.929
H: 0.577 2.324 2.747
H: -1.722 1.370 1.702
H: -0.348 4.635 -0.867
H: 1.420 4.377 1.178
C: -2.397 -2.833 1.262
C: -0.970 -2.964 0.738
C: 0.023 -3.493 1.799
C: -0.909 -3.761 -0.579
C: -0.481 -1.628 0.487
C: 0.462 -0.800 0.523
H: -2.754 -3.826 1.522
H: -3.017 -2.386 0.484
H: -2.404 -2.179 2.134
H: -0.254 -4.489 2.075
H: 1.029 -3.479 1.387
H: -0.001 -2.830 2.657
H: -1.570 -3.294 -1.309
H: 0.107 -3.755 -0.980
H: -1.221 -4.781 -0.376

## Properties
**Charge**: 0
**E**: -3322.59984 a.u.
**Maximum force**: 3.2 eV/Å
**<S²>**: 6.041
**Orbital gap (alpha / beta)**: 5.60 / 5.58 eV
**HOMO level (alpha / beta)**: -5.23 / -7.97 eV
**2S+1**: 5

Here are the natural (NBO) charges for atoms 1 to 6, given in e: -0.253 -0.123 -0.326 0.242 -0.344 -0.194

2.
C5H8O3 | ωB97M-V/def2-TZVPD

Atoms and positions in Å:
C: -1.896 -0.556 -0.028
C: -0.352 -0.353 -0.254
C: 0.673 -1.194 0.360
C: 2.019 0.715 -0.085
C: 1.102 1.618 0.066
H: -1.569 1.391 -0.302
H: -1.846 -1.168 0.975
H: -2.413 -1.405 -0.780
H: -0.364 -0.472 -1.372
H: 0.450 -2.273 0.062
H: 0.726 -1.038 1.453
H: 3.090 0.943 -0.136
H: 1.180 2.740 0.230
O: -2.573 0.738 -0.052
O: 2.033 -0.729 -0.278
O: -0.260 1.042 0.142

## Properties
**Charge**: 0
**E**: -420.86640 a.u.
**Maximum force**: 5.4 eV/Å
**ΔE to the lowest compared entry with this formula, charge and spin**: 5.161 eV
**Orbital gap**: 10.05 eV
**HOMO level**: -9.27 eV

Here are the natural (NBO) charges for atoms 1 to 6, given in e: -0.063 0.006 -0.114 0.051 0.013 0.506

3.
C24H58CuP2Si4 | ωB97M-V/def2-TZVPD

Atoms and positions in Å:
P: 2.717 4.399 -0.466
P: -0.065 2.700 -2.344
C: 1.866 4.829 -2.002
C: 0.371 4.435 -1.926
H: 2.389 4.375 -2.864
H: 1.952 5.920 -2.122
H: -0.055 4.633 -0.926
H: -0.218 5.045 -2.628
C: 0.743 2.377 -3.921
H: 0.355 1.441 -4.351
H: 1.833 2.294 -3.823
H: 0.509 3.205 -4.600
C: -1.835 2.749 -2.523
H: -2.054 3.510 -3.286
H: -2.297 3.065 -1.577
H: -2.260 1.793 -2.847
C: 4.457 4.034 -0.836
H: 4.790 3.181 -0.226
H: 5.042 4.923 -0.571
H: 4.599 3.793 -1.902
C: 2.656 5.769 0.703
H: 1.649 6.218 0.718
H: 3.403 6.520 0.406
H: 2.892 5.378 1.705
Cu: -1.219 -0.100 -0.123
C: -0.028 1.654 0.123
C: 0.721 1.509 -1.181
C: 2.236 1.415 -1.131
C: 2.853 0.354 -0.181
C: 3.569 0.929 1.015
C: 3.173 2.014 1.709
C: 1.806 2.603 1.568
C: 0.665 1.572 1.432
C: 0.690 -2.022 1.919
H: -0.924 2.300 0.133
H: 0.386 0.582 -1.708
H: 2.640 2.409 -0.835
H: 2.613 1.217 -2.152
H: 2.104 -0.411 0.079
H: 3.620 -0.179 -0.777
H: 4.453 0.382 1.340
H: 3.830 2.528 2.424
H: 1.749 3.261 0.620
H: 1.598 3.283 2.407
H: 1.068 0.567 1.605
H: -0.066 1.768 2.234
H: 0.552 -1.990 3.006
H: 1.164 -1.086 1.621
H: 1.395 -2.826 1.674
C: -2.599 -0.313 3.257
Si: -3.065 -1.437 1.821
C: -4.158 -2.838 2.481
C: -4.087 -0.519 0.523
Si: -1.003 -2.232 0.996
Si: -1.022 -4.537 1.649
C: -2.450 -5.676 1.184
C: 0.561 -5.291 0.940
C: -0.925 -4.550 3.535
Si: -1.022 -2.260 -1.389
C: -1.957 -3.864 -1.803
C: -1.884 -1.001 -2.512
C: 0.766 -2.532 -1.925
H: -3.505 -0.127 3.853
H: -2.207 0.652 2.908
H: -1.849 -0.782 3.908
H: -5.013 -2.377 2.999
H: -4.555 -3.461 1.669
H: -3.645 -3.488 3.200
H: -3.641 0.446 0.238
H: -4.240 -1.120 -0.384
H: -5.071 -0.315 0.970
H: -2.547 -5.812 0.101
H: -2.226 -6.659 1.629
H: -3.412 -5.341 1.589
H: 1.472 -4.862 1.377
H: 0.551 -6.363 1.192
H: 0.626 -5.205 -0.153
H: 0.052 -4.193 3.889
H: -1.708 -3.948 4.013
H: -1.045 -5.591 3.870
H: -2.934 -3.926 -1.305
H: -2.129 -3.875 -2.891
H: -1.369 -4.753 -1.544
H: -1.247 -0.176 -2.852
H: -2.145 -1.600 -3.397
H: -2.819 -0.605 -2.100
H: 1.344 -1.597 -1.946
H: 1.273 -3.242 -1.259
H: 0.753 -2.953 -2.943

## Properties
**Charge**: 0
**E**: -4430.20736 a.u.
**Maximum force**: 3.0 eV/Å
**ΔE to the lowest compared entry with this formula, charge and spin**: 0.514 eV
**<S²>**: 0.757
**Orbital gap (alpha / beta)**: 2.88 / 6.02 eV
**HOMO level (alpha / beta)**: -2.85 / -6.03 eV
**2S+1**: 2

Here are the Löwdin charges for atoms 1 to 6, given in e: 0.822 0.945 -0.378 -0.319 0.077 0.081

4.
C6H14 | ωB97M-V/def2-TZVPD

Atoms and positions in Å:
C: 2.792 0.305 -0.233
C: 1.415 -0.364 -0.372
C: 0.283 0.403 0.313
C: -1.068 -0.327 0.317
C: -2.126 0.523 1.023
C: -1.539 -0.706 -1.091
H: 2.706 1.393 -0.131
H: 3.423 0.116 -1.107
H: 3.337 -0.059 0.645
H: 1.179 -0.476 -1.436
H: 1.462 -1.382 0.040
H: 0.163 1.375 -0.189
H: 0.567 0.631 1.352
H: -0.938 -1.259 0.889
H: -3.083 -0.006 1.085
H: -1.816 0.784 2.042
H: -2.298 1.458 0.473
H: -2.531 -1.171 -1.054
H: -1.613 0.184 -1.731
H: -0.860 -1.416 -1.576

## Properties
**Charge**: 0
**E**: -237.00808 a.u.
**Maximum force**: 0.2 eV/Å
**ΔE to the lowest compared entry with this formula, charge and spin**: 0.090 eV
**Orbital gap**: 12.18 eV
**HOMO level**: -10.95 eV
**Structure (SMILES)**: CCCC(C)C

Here are the natural (NBO) charges for atoms 1 to 6, given in e: -0.607 -0.399 -0.387 -0.214 -0.600 -0.610

5.
C3H7N3O2 | ωB97M-V/def2-TZVPD

Atoms and positions in Å:
C: 0.525 0.392 -0.259
C: -0.365 -0.491 0.617
C: -1.761 -0.581 -0.124
H: 2.907 -1.204 -1.169
H: 1.818 -2.154 0.739
H: 0.120 2.743 -0.683
H: -0.244 2.024 0.923
H: -0.184 -1.605 0.663
H: -0.385 0.087 1.706
H: -1.914 1.163 -0.408
N: 2.365 -0.926 -0.195
N: 1.620 0.218 -0.671
N: -0.147 1.779 -0.152
O: -2.611 0.381 -0.444
O: -1.744 -1.827 -0.543

## Properties
**Charge**: 0
**E**: -433.01294 a.u.
**Maximum force**: 8.7 eV/Å
**ΔE to the lowest compared entry with this formula, charge and spin**: 8.431 eV
**Orbital gap**: 8.57 eV
**HOMO level**: -9.16 eV

Here are the natural (NBO) charges for atoms 1 to 6, given in e: 0.401 -0.583 0.765 0.384 0.283 0.424

6.
C4H7NO3 | ωB97M-V/def2-TZVPD

Atoms and positions in Å:
C: 0.683 1.373 -1.011
C: -0.196 0.701 -0.149
C: -0.048 0.626 1.344
O: -1.338 0.126 -0.612
C: -1.528 -0.025 -1.903
O: -0.891 0.386 -2.802
H: 0.292 1.404 -1.997
H: 1.588 1.867 -0.730
H: -1.011 0.832 1.850
H: 0.913 1.175 1.716
H: 0.114 -0.480 1.717
H: -2.314 -0.805 -1.938
N: -4.588 -1.311 -0.170
O: -4.350 -0.589 -1.160
H: -5.098 -2.256 -0.333

## Properties
**Charge**: 0
**E**: -436.91892 a.u.
**Maximum force**: 4.9 eV/Å
**ΔE to the lowest compared entry with this formula, charge and spin**: 6.108 eV
**Orbital gap**: 7.89 eV
**HOMO level**: -8.94 eV
**Structure (SMILES)**: C=C(C)OC=O.N=O

Here are the natural (NBO) charges for atoms 1 to 6, given in e: -0.488 0.281 -0.671 -0.493 0.664 -0.554